Model a:
C6H11N2 | ωB97M-V/def2-TZVPD

The geometry in XYZ format:
```
19
Properties=species:S:1:pos:R:3
C 0.27 -1.85 -1.87
C -0.74 -0.83 -1.24
C -0.60 -0.36 0.02
C 0.27 -0.89 1.14
N 0.21 0.14 2.16
C -0.54 1.27 1.84
C -1.11 0.94 0.46
N 1.42 1.50 -1.54
H 0.41 -2.89 -1.42
H 0.22 -1.77 -2.97
H -1.70 -0.80 -1.73
H 2.23 0.91 -1.70
H 0.85 -1.83 1.24
H 0.84 -0.21 2.96
H -0.45 2.22 2.33
H -1.94 1.49 -0.10
H 1.21 -1.31 -1.64
H 0.56 1.18 -1.03
H 1.04 1.92 -2.40
```

Summary:
Orbital gap   6.75 eV
Charge   +1
HOMO energy   -13.0 eV

Model b:
C6H11N2 | ωB97M-V/def2-TZVPD

The geometry in XYZ format:
```
19
Properties=species:S:1:pos:R:3
C 1.79 0.13 -0.90
C 1.51 0.07 0.62
C 0.00 0.06 0.92
C -0.64 -1.49 0.65
C -1.78 -1.33 -0.02
N -2.42 -0.11 -0.29
C -1.87 1.10 -0.10
N -0.69 1.40 0.37
H 2.99 0.23 -1.09
H 1.32 1.00 -1.47
H 1.40 -0.81 -1.48
H 1.90 0.90 1.17
H 1.89 -0.87 1.12
H -0.12 0.10 2.03
H -0.25 -2.26 1.19
H -2.51 -2.16 -0.38
H -3.27 -0.22 -0.74
H -2.53 1.86 -0.24
H -0.36 2.34 0.60
```

Summary:
Orbital gap   9.50 eV
Charge   +1
SMILES   CC[C@@H]1C=CNC=[NH+]1
HOMO energy   -13.6 eV

Stability check: which of them is most stable? model b.

Model a:
C6H11N2 | ωB97M-V/def2-TZVPD

The geometry in XYZ format:
```
19
Properties=species:S:1:pos:R:3
C 3.50 0.36 -0.12
C 2.29 -0.04 0.23
C 1.42 -0.81 -0.66
N 0.53 -1.56 -0.29
C -0.62 -1.99 -0.02
C -1.74 -1.00 0.22
N -1.17 0.18 0.64
C -1.50 1.45 -0.06
H 4.23 0.98 0.57
H 3.88 0.24 -1.09
H 1.81 0.31 1.16
H 1.75 -0.74 -1.77
H -0.71 -3.05 0.09
H -2.39 -0.92 -0.73
H -2.37 -1.46 0.88
H -1.45 0.25 1.68
H -1.82 2.31 0.52
H -0.57 1.75 -0.59
H -2.15 1.39 -0.92
```

Summary:
Orbital gap   8.83 eV
Charge   +1
SMILES   C=CC=[N+]=CCNC
HOMO energy   -13.4 eV

Model b:
C6H11N2 | ωB97M-V/def2-TZVPD

The geometry in XYZ format:
```
19
Properties=species:S:1:pos:R:3
C -2.51 -1.01 -0.76
N -1.58 -0.43 -0.05
C -1.55 0.98 0.01
C -0.64 -1.08 0.72
C 0.86 -0.61 0.02
C 1.88 -0.92 -0.68
N 1.52 0.55 -0.52
C 2.50 1.20 0.34
H -2.49 -2.01 -0.87
H -3.30 -0.54 -1.31
H -2.51 1.44 -0.26
H -0.86 1.31 -0.67
H -1.30 1.28 1.04
H -0.43 -2.13 0.52
H -0.52 -0.76 1.80
H 2.66 -1.58 -1.13
H 2.19 2.23 0.40
H 2.49 0.94 1.47
H 3.58 1.16 -0.08
```

Summary:
Orbital gap   6.75 eV
Charge   +1
SMILES   C=[N+](C)CC1=CN1C
HOMO energy   -12.1 eV

Stability check: which of them is most stable? model a.

Model a:
C3H3NO2 | ωB97M-V/def2-TZVPD

The geometry in XYZ format:
```
9
Properties=species:S:1:pos:R:3
O 0.45 -1.61 0.05
C -0.13 -0.39 0.13
C -0.34 0.32 -1.11
O -0.09 -0.23 -2.17
C -0.12 0.31 1.34
N -0.33 0.75 2.46
H 0.67 -1.70 -0.90
H 0.62 1.19 1.29
H -0.76 1.34 -1.05
```

Summary:
Orbital gap (alpha / beta)   7.57 / 8.48 eV
Charge   0
HOMO energy (alpha / beta)   -9.0 / -8.9 eV

Model b:
C3H3NO2 | ωB97M-V/def2-TZVPD

The geometry in XYZ format:
```
9
Properties=species:S:1:pos:R:3
N 2.51 -0.88 -0.48
C 1.50 -0.37 -0.24
C 0.26 0.30 0.20
O 0.02 1.47 -0.50
C -0.95 -0.63 0.14
O -2.00 -0.20 -0.25
H 0.43 0.49 1.28
H -0.94 1.47 -0.68
H -0.83 -1.66 0.51
```

Summary:
Orbital gap   11.32 eV
Charge   0
SMILES   N#C[C@@H](O)C=O
HOMO energy   -11.2 eV

Model c:
C3H3NO2 | ωB97M-V/def2-TZVPD

The geometry in XYZ format:
```
9
Properties=species:S:1:pos:R:3
O -1.83 0.84 0.34
C -0.63 0.27 0.06
C -0.17 -0.91 0.52
O 1.07 -1.10 -0.03
C 1.27 -0.01 -0.79
N 0.30 0.84 -0.79
H -1.66 1.67 0.81
H -0.55 -1.66 1.19
H 2.21 0.05 -1.32
```

Summary:
Orbital gap   10.10 eV
Charge   0
SMILES   Oc1cocn1
HOMO energy   -9.3 eV

Model d:
C3H3NO2 | ωB97M-V/def2-TZVPD

The geometry in XYZ format:
```
9
Properties=species:S:1:pos:R:3
O 0.00 1.28 2.09
C 0.02 0.71 1.04
N 0.00 -0.66 0.78
C 0.10 -0.84 -0.61
C 0.13 0.38 -1.16
O 0.07 1.35 -0.18
H -0.75 -1.13 1.27
H 0.25 -1.81 -1.06
H 0.19 0.72 -2.18
```

Summary:
Orbital gap   9.93 eV
Charge   0
SMILES   O=c1[nH]cco1
HOMO energy   -9.2 eV

Stability check: which of them is most stable? model d.

Model a:
C3H3NO2 | ωB97M-V/def2-TZVPD

The geometry in XYZ format:
```
9
Properties=species:S:1:pos:R:3
O -2.19 1.15 0.06
N -1.65 0.06 0.00
O -2.23 -1.01 -0.13
C -0.28 0.01 0.06
C 0.93 -0.91 0.16
C 1.13 0.56 -0.09
H 1.30 -1.89 0.33
H 1.55 1.19 0.69
H 1.45 0.86 -1.08
```

Summary:
Orbital gap (alpha / beta)   8.40 / 8.41 eV
Charge   0
SMILES   O=[N+]([O-])C1=CC1
HOMO energy (alpha / beta)   -9.8 / -9.8 eV

Model b:
C3H3NO2 | ωB97M-V/def2-TZVPD

The geometry in XYZ format:
```
9
Properties=species:S:1:pos:R:3
N -2.42 1.35 0.02
C -1.56 0.58 0.11
C -0.63 -0.53 -0.06
O 0.53 -0.10 -0.77
C 1.58 0.22 -0.01
O 1.63 0.12 1.19
H -1.16 -1.23 -0.71
H -0.36 -1.00 0.89
H 2.39 0.58 -0.65
```

Summary:
Orbital gap   12.21 eV
Charge   0
SMILES   N#CCOC=O
HOMO energy   -11.6 eV

Model c:
C3H3NO2 | ωB97M-V/def2-TZVPD

The geometry in XYZ format:
```
9
Properties=species:S:1:pos:R:3
C 0.33 0.54 -0.21
C -1.88 -1.15 -0.73
C 2.55 -0.45 0.26
N 1.47 0.26 0.07
O -1.84 -1.76 0.26
O 3.59 -0.29 -0.36
H -0.34 1.45 -0.13
H -2.84 -0.81 -0.99
H 2.46 -1.10 1.13
```

Summary:
Orbital gap (alpha / beta)   8.23 / 7.76 eV
Charge   0
HOMO energy (alpha / beta)   -8.8 / -8.1 eV

Stability check: which of them is most stable? model b.

Model a:
CHClFI | ωB97M-V/def2-TZVPD

The geometry in XYZ format:
```
5
Properties=species:S:1:pos:R:3
C 0.37 0.81 -0.56
F -0.25 0.07 -1.42
Cl -0.22 -1.11 0.79
I -1.29 2.01 0.21
H 1.39 -1.78 0.98
```

Summary:
Orbital gap   7.71 eV
Charge   0
HOMO energy   -9.4 eV

Model b:
CHClFI | ωB97M-V/def2-TZVPD

The geometry in XYZ format:
```
5
Properties=species:S:1:pos:R:3
C -0.01 -0.17 -0.09
F 0.68 0.15 -1.24
Cl 1.13 -0.85 1.09
I -1.87 -1.12 -0.19
H 0.06 2.00 0.43
```

Summary:
Orbital gap (alpha / beta)   8.29 / 9.24 eV
Charge   0
HOMO energy (alpha / beta)   -9.1 / -10.4 eV

Stability check: which of them is most stable? model b.

Model a:
C15H24N2O4 | ωB97M-V/def2-TZVPD

The geometry in XYZ format:
```
45
Properties=species:S:1:pos:R:3
C 3.04 3.75 0.20
C 2.59 2.39 -0.30
C 2.61 1.35 0.83
N 2.17 0.01 0.49
C 3.00 -0.70 -0.47
C 4.42 -0.94 0.05
C 5.15 -1.97 -0.80
C 0.76 -0.07 0.15
C 0.19 -1.47 0.44
O 0.34 -2.36 -0.64
C -1.28 -1.39 0.85
O -1.98 -0.75 -0.21
C -3.30 -0.54 -0.10
C -3.90 0.11 -1.19
C -5.25 0.38 -1.19
C -6.02 0.01 -0.09
N -7.43 0.29 -0.08
O -7.90 0.85 -1.05
O -8.06 -0.05 0.89
C -5.44 -0.63 0.99
C -4.09 -0.91 0.99
H 3.03 4.49 -0.60
H 2.38 4.11 1.00
H 4.05 3.70 0.60
H 3.25 2.07 -1.11
H 1.58 2.47 -0.71
H 3.62 1.27 1.22
H 1.97 1.70 1.65
H 3.05 -0.18 -1.44
H 2.54 -1.67 -0.63
H 4.99 -0.01 0.04
H 4.36 -1.29 1.08
H 6.16 -2.13 -0.44
H 5.20 -1.63 -1.84
H 4.62 -2.92 -0.78
H 0.56 0.18 -0.91
H 0.23 0.66 0.77
H 0.76 -1.91 1.27
H -0.19 -2.02 -1.37
H -1.39 -0.81 1.78
H -1.67 -2.40 1.01
H -3.28 0.39 -2.03
H -5.72 0.88 -2.02
H -6.06 -0.91 1.83
H -3.65 -1.41 1.84
```

Summary:
Orbital gap   8.11 eV
Charge   0
SMILES   CCCN(CCC)C[C@H](O)COc1ccc([N+](=O)[O-])cc1
HOMO energy   -8.5 eV

Model b:
C15H24N2O4 | ωB97M-V/def2-TZVPD

The geometry in XYZ format:
```
45
Properties=species:S:1:pos:R:3
N 7.42 1.27 -0.71
C 6.20 0.71 -0.09
C 4.91 0.99 -0.98
C 3.56 0.82 -0.31
C 3.17 1.83 0.52
C 2.00 1.66 1.22
C 1.25 0.50 1.16
C 1.54 -0.44 0.17
C 2.72 -0.26 -0.54
C 6.47 -0.75 0.34
O 7.59 -1.20 0.25
O 5.55 -1.24 1.21
H 8.23 1.01 -0.20
H 7.50 1.07 -1.63
H 6.06 1.17 0.84
H 4.89 0.43 -1.86
H 5.03 2.02 -1.24
H 3.82 2.61 0.71
H 1.56 2.55 1.86
H 0.46 0.37 1.80
H 0.85 -1.24 -0.04
H 2.99 -0.92 -1.27
H 4.74 -0.99 0.98
C -3.60 -1.72 1.41
C -3.28 -0.83 0.19
C -2.17 -1.39 -0.70
C -4.51 -0.83 -0.73
C -5.77 -0.17 -0.20
N -6.65 0.08 -1.33
C -5.67 1.15 0.61
O -5.43 1.18 1.80
O -5.92 2.28 -0.13
H -3.80 -2.73 1.15
H -4.53 -1.27 1.89
H -2.77 -1.72 2.18
H -3.02 0.16 0.50
H -1.46 -1.87 -0.12
H -1.75 -0.61 -1.26
H -2.55 -2.04 -1.35
H -4.74 -1.84 -0.90
H -4.24 -0.35 -1.69
H -6.26 -0.86 0.51
H -7.66 0.03 -0.97
H -6.55 -0.57 -2.08
H -6.17 1.95 -0.98
```

Summary:
Orbital gap   10.00 eV
Charge   0
SMILES   N[C@@H](Cc1ccccc1)C(=O)O.CC(C)C[C@H](N)C(=O)O
HOMO energy   -9.5 eV

Stability check: which of them is most stable? model b.